This record from the Open Molecules 2025 dataset describes a structure of composition C55H39F3GeN4O2PbSb. The level of theory is the ωB97M-V functional and the def2-TZVPD basis.

CARTESIAN COORDINATES (ANGSTROEM)
Pb -0.041 -0.311 -1.311
O -1.839 -4.307 -0.262
C -1.182 -3.337 -0.657
N -1.198 -2.072 -0.230
C -2.020 -1.670 0.838
C -3.105 -2.425 1.288
C -3.906 -1.994 2.336
C -3.622 -0.797 2.967
C -2.557 -0.020 2.533
C -1.745 -0.418 1.463
N -0.669 0.336 0.970
C -0.299 1.521 1.524
O -0.856 2.178 2.406
C 1.035 1.989 1.010
C 1.929 2.672 1.729
C 3.279 2.832 1.203
C 3.644 2.288 0.035
C 2.668 1.542 -0.798
N 1.326 1.506 -0.269
C -0.180 -3.636 -1.764
C -0.088 -4.936 -2.252
C 0.845 -5.216 -3.229
C 1.667 -4.196 -3.695
C 1.499 -2.932 -3.164
N 0.593 -2.663 -2.228
H -3.310 -3.365 0.805
H -4.741 -2.606 2.657
H -4.229 -0.451 3.795
H -2.348 0.924 3.007
H 1.668 3.030 2.716
H 4.003 3.387 1.787
H 4.646 2.423 -0.352
H 2.721 1.755 -1.867
H -0.749 -5.681 -1.835
H 0.944 -6.220 -3.622
H 2.420 -4.375 -4.449
H 2.108 -2.096 -3.490
F -8.278 5.593 -1.479
C -7.144 4.870 -1.299
C -5.987 5.281 -1.926
C -4.832 4.532 -1.737
C -4.830 3.394 -0.936
C -6.021 3.026 -0.311
C -7.190 3.752 -0.493
Sb -3.069 2.211 -0.490
C -1.665 3.477 -1.518
C -1.114 3.337 -2.788
C -0.093 4.169 -3.229
C 0.379 5.142 -2.374
F 1.378 5.954 -2.797
C -0.124 5.311 -1.102
C -1.140 4.465 -0.682
C -3.625 0.618 -1.843
C -4.363 -0.377 -1.202
C -4.741 -1.542 -1.854
C -4.356 -1.707 -3.167
F -4.706 -2.842 -3.817
C -3.616 -0.757 -3.841
C -3.253 0.401 -3.167
H -5.999 6.165 -2.549
H -3.919 4.843 -2.231
H -6.046 2.154 0.335
H -8.118 3.469 -0.015
H -1.466 2.573 -3.465
H 0.339 4.061 -4.215
H 0.291 6.069 -0.453
H -1.506 4.562 0.335
H -4.613 -0.278 -0.151
H -5.290 -2.323 -1.348
H -3.322 -0.932 -4.867
H -2.668 1.130 -3.708
C 2.089 0.192 -0.391
Ge 2.879 -0.729 1.143
C 2.334 -2.622 1.025
C 1.211 -3.141 1.670
C 0.878 -4.485 1.570
C 1.656 -5.338 0.803
C 2.766 -4.839 0.137
C 3.101 -3.497 0.254
C 2.590 -0.071 2.974
C 3.608 0.610 3.643
C 3.405 1.145 4.907
C 2.169 1.019 5.524
C 1.141 0.359 4.868
C 1.352 -0.180 3.607
C 4.822 -0.846 0.820
C 5.340 -0.557 -0.442
C 6.683 -0.755 -0.734
C 7.537 -1.255 0.239
C 7.038 -1.560 1.497
C 5.693 -1.361 1.779
H 0.568 -2.500 2.256
H -0.011 -4.853 2.064
H 1.390 -6.383 0.713
H 3.377 -5.496 -0.471
H 3.982 -3.130 -0.259
H 4.567 0.749 3.161
H 4.209 1.674 5.405
H 2.001 1.450 6.503
H 0.163 0.279 5.325
H 0.517 -0.644 3.100
H 4.679 -0.169 -1.209
H 7.064 -0.522 -1.721
H 8.584 -1.415 0.013
H 7.697 -1.961 2.257
H 5.316 -1.627 2.759

Force components x, y, z for each atom (eV/Å):
Pb 0.0 0.1 -0.2
O 0.0 -0.1 0.0
C 0.0 0.0 0.0
N 0.1 0.0 0.1
C 0.0 0.0 0.0
C -0.1 0.0 0.0
C 0.0 0.0 0.0
C 0.0 0.0 0.0
C 0.0 0.0 0.0
C 0.0 0.1 0.0
N 0.0 0.0 -0.1
C 0.1 -0.1 0.0
O 0.0 0.0 0.1
C -0.1 0.0 -0.1
C 0.0 0.1 0.0
C -0.1 0.0 0.0
C 0.0 0.0 0.0
C -0.1 0.0 -0.1
N 0.1 0.1 0.0
C 0.0 0.0 0.0
C 0.0 0.0 0.0
C 0.0 0.0 0.0
C 0.0 0.0 0.0
C 0.0 0.0 0.0
N 0.1 0.0 0.1
H 0.0 0.0 0.0
H 0.0 0.0 0.0
H 0.0 0.0 0.0
H 0.0 0.0 0.0
H 0.0 0.0 0.0
H 0.0 0.0 0.0
H 0.0 0.0 0.0
H 0.0 0.0 0.0
H 0.0 0.0 0.0
H 0.0 0.0 0.0
H 0.0 0.0 0.0
H 0.0 0.0 0.0
F 0.1 0.0 0.0
C 0.0 0.0 0.0
C 0.0 0.0 0.0
C 0.0 -0.1 0.0
C 0.1 0.1 0.0
C 0.0 0.0 0.0
C 0.0 0.0 0.0
Sb -0.3 0.0 0.0
C 0.1 -0.2 0.1
C 0.0 0.0 -0.1
C 0.0 0.0 0.0
C 0.0 0.0 0.0
F -0.1 0.0 0.0
C 0.0 0.0 0.0
C 0.0 0.0 0.0
C 0.2 0.0 0.1
C 0.1 0.0 0.1
C 0.0 0.0 -0.1
C 0.0 0.0 0.0
F 0.0 0.0 0.0
C 0.0 0.0 0.0
C -0.1 0.1 -0.1
H 0.0 0.0 0.0
H 0.0 0.0 0.0
H 0.0 0.0 0.0
H 0.0 0.0 0.0
H 0.0 0.0 0.0
H 0.0 0.0 0.0
H 0.0 0.0 0.0
H 0.0 0.0 0.0
H 0.0 0.0 0.0
H 0.0 0.0 0.0
H 0.0 0.0 0.0
H 0.0 0.0 0.0
C 0.1 0.0 0.2
Ge -0.1 -0.2 -0.1
C 0.0 0.1 0.0
C 0.0 0.0 0.0
C 0.0 0.0 0.0
C 0.0 0.0 0.0
C 0.0 0.0 0.0
C 0.0 0.0 0.0
C 0.0 0.1 0.0
C 0.0 -0.1 0.0
C 0.0 0.0 0.0
C 0.0 0.0 0.0
C 0.0 0.0 0.0
C 0.0 0.0 0.0
C -0.1 0.0 -0.1
C 0.0 0.1 0.0
C 0.0 0.0 0.0
C 0.0 0.0 0.0
C 0.0 0.0 0.0
C 0.0 0.0 0.0
H 0.0 0.0 0.0
H 0.0 0.0 0.0
H 0.0 0.0 0.0
H 0.0 0.0 0.0
H 0.0 0.0 0.0
H 0.1 0.0 0.0
H 0.0 0.0 0.0
H 0.0 0.0 0.0
H 0.0 0.0 0.0
H 0.0 0.0 0.0
H 0.0 0.0 0.0
H 0.0 0.0 0.0
H 0.0 0.0 0.0
H 0.0 0.0 0.0
H 0.0 0.0 0.1

Net charge: -1
Energy above the lowest of the compared OMol25 structures with the same formula, charge and spin (kcal/mol): 9.06

This record from the Open Molecules 2025 dataset describes a structure of composition C55H41CsF6N2O5P2S4 in a non-equilibrium geometry. The level of theory is the ωB97M-V functional and the def2-TZVPD basis.

CARTESIAN COORDINATES (ANGSTROEM)
Cs 0.982 -0.555 -1.329
O 0.333 1.144 0.476
S -1.164 1.247 0.501
C -1.496 3.003 0.409
C -1.208 3.789 1.497
C -1.554 5.159 1.547
C -2.242 5.693 0.492
C -2.810 7.082 0.258
C -3.456 7.014 -1.162
C -3.192 5.594 -1.638
C -3.478 4.947 -2.802
C -3.008 3.614 -2.979
C -2.313 2.911 -2.020
P -1.463 1.294 -2.389
C -2.840 0.089 -2.253
C -4.031 0.385 -1.595
C -5.013 -0.588 -1.442
C -4.817 -1.865 -1.951
C -3.631 -2.171 -2.606
C -2.643 -1.201 -2.745
C -1.255 1.533 -4.203
C -0.211 2.374 -4.593
C 0.009 2.661 -5.935
C -0.801 2.090 -6.910
C -1.829 1.235 -6.533
C -2.056 0.960 -5.185
C -2.102 3.551 -0.759
C -2.504 4.890 -0.634
C -1.774 1.012 2.183
C -3.087 1.401 2.313
C -3.747 1.497 3.554
C -3.020 1.224 4.674
C -3.393 1.313 6.143
C -2.125 0.819 6.901
C -1.126 0.494 5.805
C 0.138 0.002 5.858
C 0.788 -0.311 4.636
C 0.262 -0.100 3.379
P 1.088 -0.892 1.892
C 2.647 0.089 1.744
C 3.482 -0.209 0.668
C 4.690 0.454 0.484
C 5.078 1.446 1.375
C 4.245 1.772 2.437
C 3.037 1.101 2.619
C 1.745 -2.396 2.773
C 0.846 -3.453 2.945
C 1.235 -4.634 3.567
C 2.547 -4.790 4.011
C 3.457 -3.756 3.831
C 3.055 -2.568 3.218
C -1.024 0.549 3.312
C -1.694 0.758 4.542
H -0.730 3.336 2.364
H -1.305 5.742 2.428
H -2.028 7.840 0.311
H -3.544 7.336 1.022
H -3.015 7.745 -1.839
H -4.524 7.224 -1.127
H -4.010 5.438 -3.613
H -3.168 3.149 -3.944
H -4.205 1.384 -1.213
H -5.937 -0.343 -0.929
H -5.587 -2.621 -1.838
H -3.466 -3.166 -3.004
H -1.716 -1.444 -3.256
H 0.438 2.810 -3.839
H 0.826 3.315 -6.221
H -0.620 2.297 -7.961
H -2.455 0.772 -7.289
H -2.862 0.292 -4.905
H -3.630 1.710 1.419
H -4.781 1.827 3.597
H -4.266 0.698 6.368
H -3.653 2.336 6.416
H -2.336 -0.062 7.508
H -1.736 1.580 7.578
H 0.632 -0.212 6.802
H 1.751 -0.796 4.710
H 3.178 -0.970 -0.036
H 5.314 0.209 -0.366
H 6.015 1.973 1.233
H 4.531 2.556 3.129
H 2.396 1.379 3.445
H -0.168 -3.355 2.568
H 0.521 -5.444 3.686
H 2.860 -5.718 4.482
H 4.484 -3.873 4.167
H 3.780 -1.772 3.076
F -0.024 -3.711 -5.683
C -0.016 -4.192 -4.451
F -1.154 -3.867 -3.836
F 0.090 -5.513 -4.507
S 1.420 -3.547 -3.421
O 0.805 -2.732 -2.363
O 2.143 -4.733 -3.102
N 2.235 -2.602 -4.408
S 1.628 -1.135 -4.424
O 0.184 -1.090 -4.542
O 2.191 -0.263 -3.411
C 2.284 -0.531 -6.035
F 3.459 -1.091 -6.299
F 2.427 0.779 -5.923
F 1.415 -0.818 -6.993
S 2.595 -3.742 -0.102
C 3.728 -4.683 0.660
N 4.913 -4.150 1.101
C 5.884 -4.820 1.784
C 5.740 -6.130 2.064
C 4.549 -6.768 1.619
C 3.586 -6.084 0.953
H 5.022 -3.167 0.912
H 6.751 -4.241 2.066
H 6.513 -6.662 2.601
H 4.410 -7.825 1.819
H 2.675 -6.557 0.613

Force components x, y, z for each atom (eV/Å):
Cs -0.7 0.8 2.1
O -0.6 1.3 1.4
S 0.2 0.3 0.4
C -0.2 0.1 -0.1
C 0.0 0.2 0.2
C 0.0 0.0 0.1
C 0.0 0.1 0.0
C 0.0 -0.2 -0.1
C 0.1 -0.2 0.1
C -0.1 0.2 0.1
C 0.0 -0.2 -0.2
C 0.0 0.2 -0.1
C 0.0 -0.1 0.2
P -1.0 0.9 -0.9
C 0.1 0.1 -0.1
C -0.1 -0.1 0.0
C 0.1 0.0 0.0
C 0.0 0.0 0.0
C 0.1 0.1 0.0
C 0.0 -0.1 0.0
C 0.0 0.0 -0.1
C 0.0 0.0 -0.1
C -0.1 0.0 0.1
C 0.0 0.0 0.1
C 0.0 0.0 0.1
C -0.1 0.1 -0.2
C 0.2 -0.1 0.2
C 0.0 0.0 0.0
C 0.0 -0.3 0.1
C -0.1 0.0 -0.1
C -0.1 0.1 -0.1
C 0.0 0.0 0.2
C 0.2 -0.1 -0.1
C 0.0 0.0 -0.2
C -0.2 0.1 0.1
C 0.2 -0.1 -0.1
C 0.0 0.0 0.1
C -0.2 0.1 -0.1
P 0.3 -0.4 1.5
C -0.1 0.0 0.0
C 0.2 0.1 0.1
C -0.1 0.0 0.1
C 0.0 0.0 0.0
C -0.1 -0.1 0.0
C 0.1 0.1 0.0
C 0.1 0.0 0.1
C 0.0 -0.1 0.1
C 0.1 0.1 -0.1
C 0.0 0.1 0.0
C -0.2 0.1 0.1
C 0.0 0.0 0.1
C -0.1 0.1 -0.1
C 0.0 0.0 -0.1
H -0.1 0.1 -0.2
H 0.0 0.0 -0.1
H 0.0 0.0 0.0
H 0.0 0.0 0.0
H 0.0 0.0 0.0
H 0.0 0.0 0.0
H 0.1 -0.1 0.1
H 0.0 0.0 0.0
H 0.0 0.0 0.0
H 0.0 0.0 0.0
H 0.1 0.1 0.0
H 0.0 0.1 0.0
H -0.1 0.0 0.0
H 0.0 0.0 0.0
H -0.1 0.0 0.0
H 0.0 0.0 0.1
H 0.0 0.0 0.1
H 0.0 0.0 0.0
H 0.1 0.0 0.1
H 0.2 -0.1 0.0
H 0.0 0.0 0.0
H 0.0 0.0 0.0
H 0.0 0.0 0.0
H 0.0 0.0 0.0
H 0.0 0.0 -0.1
H 0.1 -0.1 0.0
H 0.4 -0.2 0.2
H 0.0 0.0 0.0
H 0.0 0.0 0.0
H 0.0 0.0 0.0
H 0.0 0.0 0.0
H 0.0 0.0 0.0
H 0.1 0.1 0.0
H 0.0 0.1 -0.1
H -0.1 0.0 0.0
H 0.0 0.0 0.0
F -0.1 0.0 -0.1
C 0.3 0.2 0.5
F -0.2 -0.1 -0.2
F -0.3 -0.2 -0.1
S -0.2 0.3 0.2
O 0.2 -3.3 -1.7
O 0.1 0.2 0.0
N -0.3 0.1 0.2
S -0.3 -0.2 -0.3
O 0.5 0.2 -0.1
O 1.4 0.1 -2.6
C 0.0 -0.5 0.5
F 0.0 0.2 -0.2
F 0.1 0.4 -0.4
F 0.1 0.1 -0.3
S 0.1 -0.2 0.0
C 0.0 -0.1 0.2
N 0.2 -0.1 -0.1
C -0.1 0.3 -0.2
C -0.1 -0.2 0.0
C 0.0 -0.1 0.0
C 0.0 0.1 -0.1
H 0.1 0.2 0.0
H 0.0 0.0 0.0
H -0.1 0.0 0.0
H 0.0 0.0 0.0
H 0.0 0.0 0.0

| no. | frontier orbital gap (eV) |
| --- | --- |
| 1 | 6.7460 |
| 2 | 7.3112 |